14
Properties=species:S:1:pos:R:3 method="wB97M-V/def2-TZVPD" total_charge=0 e_lumo_ev="-0.37 / -0.35" orbital_gap_ev="8.510 / 8.382" spin_multiplicity=1 e_tot_ev=-10849.060 de_lowest_kcal_mol=214.6
C -0.9557 -0.1493 -1.6698
C 0.8757 1.1316 0.6848
C 0.8103 -0.3285 0.8314
O -1.6651 -0.3194 0.8219
O -0.8700 -0.6338 1.8000
O -0.6955 -0.8978 -0.5099
N 1.6005 -1.2354 1.0107
H 1.2604 -2.1898 1.0622
H -0.1383 -0.3040 -2.3844
H -1.0212 0.9246 -1.4583
H -1.8895 -0.4736 -2.1388
H -0.1275 1.5535 0.6892
H 1.3631 1.3883 -0.2579
H 1.4526 1.5336 1.5190



18
Properties=species:S:1:pos:R:3 method="wB97M-V/def2-TZVPD" total_charge=0 e_lumo_ev=0.00 orbital_gap_ev=9.497 smiles="O=CCCSS.O.O" spin_multiplicity=1 e_tot_ev=-31085.216 de_lowest_kcal_mol=22.1
O 0.3763 -2.9997 0.1028
C -0.1756 -1.9340 0.0649
C 0.4397 -0.8217 -0.7419
C 1.8311 -0.3637 -0.2597
S 1.7125 0.1708 1.4056
S 0.5263 1.8620 1.1521
H -1.2429 -1.7023 0.2998
H 0.2447 -1.1684 -1.7710
H -0.1557 0.0916 -0.8793
H 2.5780 -1.1653 -0.3074
H 2.2418 0.3108 -1.0275
H 1.5779 2.6586 1.0359
O -2.5074 1.8061 -1.3412
H -2.2190 2.0090 -0.4458
H -2.5142 2.5861 -1.9015
O -3.2985 -0.7509 -1.9001
H -2.8507 -0.6433 -2.7604
H -3.4321 0.1973 -1.7098



8
Properties=species:S:1:pos:R:3 method="wB97M-V/def2-TZVPD" total_charge=+1 e_lumo_ev="-5.11 / -7.01" orbital_gap_ev="8.642 / 6.857" s2=12.017 spin_multiplicity=7 e_tot_ev=-38546.529 de_lowest_kcal_mol=29.7
H -3.4085 -0.1895 -2.9314
O 2.8187 0.5922 1.8619
H 2.5852 0.1096 2.6724
C -2.6021 -0.1433 -2.2172
C -1.7248 -0.2931 -1.3747
O 0.8296 0.0644 1.0492
C 1.8225 0.7510 1.0787
Mn -0.3204 -0.8914 -0.1389



71
Properties=species:S:1:pos:R:3 method="wB97M-V/def2-TZVPD" total_charge=+3 e_lumo_ev="-8.48 / -10.70" orbital_gap_ev="7.880 / 6.285" s2=3.786 spin_multiplicity=4 e_tot_ev=-60286.683 de_lowest_kcal_mol=0.0
Tc -0.5644 0.2507 -0.0582
C -1.5147 1.2061 -3.3475
C -0.8777 2.2181 -2.4020
N -1.2321 2.0942 -0.9566
C -2.6709 2.2992 -0.6124
C -3.4192 0.9800 -0.6002
N -2.6638 -0.0378 0.1933
C -3.3102 -1.3788 0.0562
C -2.5212 -2.5900 0.6015
C -1.2460 -2.3383 1.3919
N -0.1370 -1.7084 0.6260
C 0.3958 -2.4905 -0.5249
C -0.3014 -2.1203 -1.8235
N -0.3745 -0.6369 -1.9868
C -1.3877 -0.2922 -3.0220
H -1.0555 1.4005 -4.3178
H -2.5715 1.4379 -3.4898
H -1.1492 3.2179 -2.7475
H 0.2108 2.1450 -2.4438
H -0.7209 2.8468 -0.4996
H -3.1406 2.9972 -1.3078
H -2.7032 2.7521 0.3793
H -3.5410 0.5890 -1.6075
H -4.4207 1.1154 -0.1878
H -2.7539 0.2403 1.1727
H -3.5163 -1.5246 -1.0038
H -4.2837 -1.3208 0.5452
H -2.3064 -3.2858 -0.2091
H -3.1814 -3.1490 1.2653
H -0.8983 -3.2943 1.7900
H -1.4370 -1.6841 2.2453
H 0.6411 -1.5591 1.2773
H 0.3045 -3.5634 -0.3423
H 1.4604 -2.2638 -0.6003
H -1.3242 -2.4910 -1.8440
H 0.2195 -2.5677 -2.6720
H 0.5393 -0.3099 -2.3141
H -2.3332 -0.6927 -2.6591
H -1.1554 -0.8451 -3.9341
Cl 7.0892 0.5454 0.9877
C 5.4449 0.4683 0.6117
C 5.0355 0.7870 -0.6792
C 3.7008 0.7650 -1.0226
I 3.1357 1.1711 -2.9667
C 2.6935 0.4542 -0.0536
O 1.4680 0.5621 -0.3501
C 3.1314 0.0112 1.2698
N 2.1863 -0.4316 2.1174
C 2.5655 -0.8252 3.3222
C 3.8918 -0.7943 3.7653
C 4.8652 -0.3596 2.9006
C 4.4953 0.0485 1.6076
H 5.7895 1.0520 -1.4086
H 1.7871 -1.1974 3.9796
H 4.1363 -1.1277 4.7640
H 5.9041 -0.3400 3.2000
C 0.3208 2.5999 4.9114
N -0.3284 1.7095 3.9389
C -1.3034 0.7787 4.5105
C -0.0907 1.7633 2.6523
C 0.9168 2.7324 2.1154
O -0.7696 1.0257 1.8500
H -0.3889 2.8068 5.7086
H 0.6047 3.5427 4.4572
H 1.1983 2.1146 5.3392
H -0.9090 0.3920 5.4477
H -1.4861 -0.0417 3.8259
H -2.2385 1.3006 4.7154
H 1.8483 2.7004 2.6784
H 0.5265 3.7507 2.1787
H 1.1250 2.4964 1.0756



96
Properties=species:S:1:pos:R:3 method="wB97M-V/def2-TZVPD" total_charge=+3 e_lumo_ev="-9.05 / -9.53" orbital_gap_ev="7.188 / 7.029" s2=3.768 spin_multiplicity=4 e_tot_ev=-189581.254 de_lowest_kcal_mol=23.4
Tc 0.3841 -0.2209 0.2322
Se 1.6895 3.1122 -0.7141
Se 2.5324 1.5741 0.8176
C 3.1153 0.2915 -0.4974
C 4.3946 0.2161 -0.9891
C 4.6703 -0.7839 -1.9187
C 3.6645 -1.6667 -2.2904
C 2.4056 -1.5282 -1.7427
N 2.1379 -0.5442 -0.8688
C -0.1353 2.9567 -0.1521
C -0.8654 4.1298 -0.1236
C -2.1471 4.1095 0.4043
C -2.6411 2.9158 0.9096
C -1.8701 1.7810 0.8030
N -0.6320 1.7752 0.2507
H 5.1537 0.9129 -0.6577
H 5.6637 -0.8727 -2.3411
H 3.8529 -2.4655 -2.9961
H 1.5963 -2.2031 -1.9848
H -0.4154 5.0548 -0.4629
H -2.7320 5.0202 0.4566
H -3.6122 2.8626 1.3852
H -2.2313 0.8347 1.1729
N -1.1738 -0.9170 -0.3644
P -2.4442 -1.1825 -1.3758
N -1.9056 -2.0227 -2.6716
C -1.7871 -3.5089 -2.6712
C -0.3633 -3.9406 -2.9875
C 0.0596 -3.4799 -4.3934
C -0.6980 -2.2111 -4.8095
C -0.9848 -1.3275 -3.6066
N -3.4839 -2.1416 -0.5796
C -4.5836 -2.8647 -1.2786
C -4.8399 -4.1822 -0.5699
C -5.0975 -3.9672 0.9426
C -5.0298 -2.4896 1.3317
C -3.7367 -1.8375 0.8647
N -3.1294 0.2433 -1.7394
C -4.5900 0.4815 -1.6141
C -5.2511 0.5885 -2.9809
C -4.5938 1.7037 -3.7953
C -3.0818 1.4800 -3.8899
C -2.4765 1.3352 -2.4951
H -2.4688 -3.9205 -3.4173
H -2.0914 -3.8929 -1.7014
H -0.2990 -5.0260 -2.9047
H 0.3013 -3.5243 -2.2206
H -0.1298 -4.2709 -5.1171
H 1.1366 -3.2973 -4.4152
H -1.6489 -2.4675 -5.2799
H -0.1313 -1.6411 -5.5450
H -1.4336 -0.3961 -3.9397
H -0.0466 -1.0698 -3.0990
H -4.3087 -3.0244 -2.3177
H -5.4911 -2.2598 -1.2872
H -3.9833 -4.8429 -0.7239
H -5.6926 -4.6656 -1.0469
H -4.3709 -4.5278 1.5359
H -6.0755 -4.3584 1.2150
H -5.0827 -2.3783 2.4143
H -5.8903 -1.9523 0.9265
H -2.9017 -2.2195 1.4588
H -3.7940 -0.7569 1.0260
H -4.7067 1.4312 -1.0794
H -5.0455 -0.2902 -1.0023
H -6.3173 0.7802 -2.8523
H -5.1468 -0.3676 -3.5042
H -4.7922 2.6681 -3.3151
H -5.0270 1.7522 -4.7933
H -2.5943 2.3096 -4.4062
H -2.8994 0.5738 -4.4763
H -2.6627 2.2628 -1.9437
H -1.3958 1.1837 -2.5182
C -0.6043 -5.5927 1.9674
C -1.1378 -4.8131 0.7875
N -0.5148 -3.4818 0.7579
C 0.6041 -3.1345 1.3912
N 0.9909 -1.8168 1.3710
C 2.0670 -1.3859 2.3081
C 2.3464 -2.3910 3.4026
C 2.5391 -3.7382 2.7552
N 1.3220 -4.0730 2.0077
C 0.9061 -5.4904 1.9552
H -0.9088 -6.6363 1.9046
H -0.9938 -5.1838 2.9027
H -2.2158 -4.6699 0.8601
H -0.9276 -5.3408 -0.1440
H -1.0096 -2.7211 0.3149
H 1.7676 -0.4436 2.7691
H 2.9948 -1.2107 1.7511
H 1.5102 -2.4357 4.1038
H 3.2350 -2.0906 3.9553
H 2.6955 -4.5150 3.4969
H 3.4052 -3.7357 2.0891
H 1.3386 -5.9897 2.8172
H 1.3183 -5.9576 1.0580



61
Properties=species:S:1:pos:R:3 method="wB97M-V/def2-TZVPD" total_charge=-1 e_lumo_ev="2.30 / 2.29" orbital_gap_ev="5.073 / 7.276" s2=3.759 spin_multiplicity=4 e_tot_ev=-95582.207 de_lowest_kcal_mol=19.1
V 0.6172 -0.1624 0.8534
N -0.2130 -1.4365 2.2595
C -0.2017 -0.6923 3.5185
C 1.1529 0.0276 3.6041
O 1.7747 0.1300 4.6646
N 1.4811 0.4729 2.4077
C 2.8167 0.9090 2.1448
C 3.3470 0.0041 1.0050
O 4.5194 0.0417 0.6584
O 2.4569 -0.7483 0.4953
H -1.1806 -1.6074 1.9728
H 0.2660 -2.3295 2.3696
H -0.3534 -1.3339 4.3967
H -0.9933 0.0614 3.4747
H 3.4558 0.8303 3.0330
H 2.8131 1.9466 1.7860
C 2.5947 -3.4139 -0.9142
C 1.7498 -4.6204 -0.5270
S 0.4156 -4.2168 0.6561
C -1.0089 -3.8153 -0.4226
C -0.6813 -3.0220 -1.6657
S -0.3331 -1.2310 -1.3531
C 0.6807 -0.9330 -2.8497
C 2.1571 -1.2467 -2.7110
S 2.5448 -3.0345 -2.7080
H 3.6422 -3.5768 -0.6642
H 2.2706 -2.5130 -0.3893
H 2.3501 -5.3566 0.0071
H 1.2970 -5.1089 -1.3916
H -1.6947 -3.2580 0.2169
H -1.4702 -4.7640 -0.7136
H -1.5469 -3.0492 -2.3315
H 0.1811 -3.4292 -2.1909
H 0.5597 0.1336 -3.0482
H 0.2237 -1.4969 -3.6641
H 2.5683 -0.8166 -1.7939
H 2.6955 -0.8452 -3.5722
C -0.8619 2.7223 -2.8660
C -1.0763 3.6742 -1.6948
C -1.5673 2.9561 -0.4247
C -1.6291 3.9842 0.7397
C -1.9291 3.3861 2.1106
C -2.9743 2.4236 -0.6710
O -3.8189 3.0233 -1.3159
N -3.2505 1.2187 -0.0970
C -2.3538 0.3964 0.6034
O -2.7664 -0.6712 1.0639
N -1.0851 0.7912 0.6736
C -0.6207 1.8443 -0.0073
O 0.5935 1.8899 -0.2399
H -0.5828 3.2863 -3.7544
H -1.7716 2.1632 -3.0829
H -0.0569 2.0283 -2.6350
H -1.8275 4.4180 -1.9705
H -0.1370 4.1811 -1.4661
H -2.3909 4.7264 0.4841
H -0.6626 4.4894 0.7843
H -2.8572 2.8182 2.1030
H -2.0232 4.1871 2.8446
H -1.1223 2.7251 2.4271
H -4.1819 0.8415 -0.2244



10
Properties=species:S:1:pos:R:3 method="wB97M-V/def2-TZVPD" total_charge=0 e_lumo_ev=-0.47 orbital_gap_ev=8.285 spin_multiplicity=1 e_tot_ev=-26083.615 de_lowest_kcal_mol=62.2
H 0.3539 -1.6134 0.8900
N -0.1320 -0.7455 0.6433
C 0.1601 0.3245 0.0777
C -0.7326 1.4846 -0.1119
N -1.4821 1.6704 -1.1200
H -1.2455 0.9514 -1.7794
O -0.5410 2.4393 0.8480
S -1.2908 3.9261 1.3162
I -1.9004 4.8312 -0.7568
H 1.1829 0.5978 -0.2922



12
Properties=species:S:1:pos:R:3 method="wB97M-V/def2-TZVPD" total_charge=0 e_lumo_ev=0.85 orbital_gap_ev=10.189 smiles=CONN(O)O spin_multiplicity=1 e_tot_ev=-10250.863 de_lowest_kcal_mol=121.1
C -1.7239 0.1057 -0.0422
O -0.6859 -0.8655 -0.0570
N 0.4242 -0.5103 -0.9064
N 1.5878 -0.3683 -0.2674
O 1.7506 -1.2370 0.7438
O 1.3221 1.2132 0.2907
H -1.3425 1.0790 0.2791
H -2.4573 -0.2790 0.6638
H -2.1772 0.1898 -1.0346
H 0.2658 0.4549 -1.2779
H 0.8689 -1.4221 1.1342
H 2.1673 1.6396 0.4741



10
Properties=species:S:1:pos:R:3 method="wB97M-V/def2-TZVPD" total_charge=+1 e_lumo_ev=-6.42 orbital_gap_ev=7.376 spin_multiplicity=1 e_tot_ev=-31168.667 de_lowest_kcal_mol=205.7
C 0.7788 -0.0402 0.3962
C -1.8383 0.2244 -0.1678
C 1.5414 0.2227 -0.7529
N -0.6139 -0.9310 1.9921
N 0.2950 -0.6472 1.2928
Cl -2.1800 -0.4242 1.3453
Cl -3.0692 1.0450 -0.8700
H 0.8038 -0.0137 -1.6316
H 2.1954 -0.6177 -0.6374
H 2.0870 1.1817 -0.9666



8
Properties=species:S:1:pos:R:3 method="wB97M-V/def2-TZVPD" total_charge=0 e_lumo_ev=-0.07 orbital_gap_ev=10.998 smiles="O=CC(O)(Cl)Cl" spin_multiplicity=1 e_tot_ev=-31245.359 de_lowest_kcal_mol=38.0
O 1.2254 0.2687 -0.1247
C 0.1523 -0.0166 -0.6183
C -1.0707 -0.0857 0.3287
O -0.6348 -0.0714 1.6168
Cl -2.0382 -1.6637 -0.1521
Cl -2.0487 1.3715 -0.2678
H 0.0388 -0.2523 -1.7460
H 0.2595 0.1950 1.7025



47
Properties=species:S:1:pos:R:3 method="wB97M-V/def2-TZVPD" total_charge=+2 e_lumo_ev="-8.93 / -9.68" orbital_gap_ev="5.608 / 5.285" spin_multiplicity=1 e_tot_ev=-62405.378 de_lowest_kcal_mol=0.0
I -2.8841 -3.5665 0.1888
I 0.5044 -3.9902 0.3189
Bi -0.3808 -1.0704 -0.0307
P -0.4913 -1.6333 -2.7643
C 1.2090 -1.8679 -3.3992
C -1.3380 -3.1888 -3.1867
H -1.3258 -3.3085 -4.2831
H -1.1098 -0.8211 -4.9424
H -2.3723 -3.1822 -2.8127
H -2.2652 -0.2313 -3.7039
H 1.7008 -2.6950 -2.8585
H -0.8603 -4.0370 -2.6713
C -1.1994 -0.4118 -3.9180
H 1.1462 -2.0906 -4.4787
H -0.7047 0.5749 -3.8587
H 1.8173 -0.9579 -3.2520
P -1.1082 -0.6104 2.6005
C 0.3903 -0.4709 3.6306
C -2.0671 0.8900 2.9666
H -3.0191 -2.0949 2.8211
H -2.2956 -1.6913 4.4292
H -1.5467 -2.8995 3.2748
C -2.0805 -1.9429 3.3750
H -3.0358 0.8678 2.4374
H -2.2757 0.8987 4.0561
H 0.0697 -0.3114 4.6765
H 1.0550 0.3572 3.3234
H -1.5742 1.8311 2.6649
H 0.9652 -1.4112 3.5558
C 2.2156 -1.4521 0.3068
O 3.1850 -2.0565 0.3514
C 0.5306 3.1199 1.7572
Si 1.1550 2.4347 0.1026
C 1.2650 3.9169 -1.1250
C 2.8888 1.7090 0.3631
C -0.0895 1.2373 -0.7354
H 1.2028 3.9434 2.0567
H 0.5378 2.3669 2.5624
H -0.4875 3.5381 1.6762
H 1.9478 4.7168 -0.8101
H 1.6304 3.6279 -2.1229
H 0.3012 4.4313 -1.2684
H 2.9144 0.9634 1.1759
H 3.2602 1.2398 -0.5630
H 3.5914 2.5268 0.6153
H -1.0952 1.6801 -0.6782
H 0.1225 1.1218 -1.8241



20
Properties=species:S:1:pos:R:3 method="wB97M-V/def2-TZVPD" total_charge=0 e_lumo_ev=-1.55 orbital_gap_ev=8.167 spin_multiplicity=1 e_tot_ev=-48480.733 de_lowest_kcal_mol=84.6
C 0.8328 1.6380 0.5092
C 1.0804 -1.5577 1.0705
C 1.6211 -0.5488 -1.7109
N -1.8124 0.5951 1.6792
N -1.0104 -0.3901 -0.6398
Si 0.7033 -0.1349 -0.1050
P -2.2072 0.1882 0.2249
Cl -3.9346 -0.8364 -0.3651
Cl -2.9092 1.8668 -0.7560
H 0.5911 2.3907 -0.3145
H 0.0089 1.7569 1.3385
H 1.7953 1.7671 0.9675
H 2.1363 -1.7202 1.0241
H 0.8123 -1.5760 2.1257
H 0.6254 -2.5274 0.7142
H 1.2910 -1.5427 -1.9604
H 1.3884 0.2341 -2.4219
H 2.6930 -0.3564 -1.4815
H -2.6162 0.4742 2.3005
H -1.0893 0.2796 -2.1992